(w)
14
Properties=species:S:1:pos:R:3:nbo_charge:R:1 method="wB97M-V/def2-TZVPD" gap_ha=0.342 smiles="CNN=O.CC#N" homo_ev=-9.168
C 0.26505 0.87172 -1.27416 -0.4568
N -0.89320 0.47372 -0.51174 -0.6066
N -1.72791 -0.93395 -0.74427 0.3497
O -1.81568 -1.23387 -1.87271 -0.2368
H 0.54411 1.89168 -0.99117 0.2138
H 0.00878 0.87917 -2.34598 0.1825
H 1.14794 0.23050 -1.21816 0.2114
H -1.65551 1.08518 -0.81884 0.3524
C 0.82076 -0.19390 1.94361 -0.7100
C 0.19516 -1.03466 0.90901 0.3342
N 0.16126 -2.03843 0.28318 -0.3770
H 0.04871 0.27150 2.56070 0.2480
H 1.43115 -0.82649 2.59206 0.2498
H 1.46936 0.55783 1.48849 0.2456

---

(x)
14
Properties=species:S:1:pos:R:3:nbo_charge:R:1 method="wB97M-V/def2-TZVPD" gap_ha=0.317 homo_ev=-7.805
N -0.08733 1.06012 0.78836 -0.8240
C -0.64010 -0.22359 0.62997 0.4235
N -1.34980 -0.62607 1.77448 -0.8205
C -0.53436 -0.86048 -0.57991 -0.4937
C 0.14888 -0.21168 -1.72772 0.0630
N 1.06796 0.64732 -1.93907 -0.1956
O 1.90692 0.74919 -0.76943 -0.6367
H 0.01052 1.29206 1.74418 0.3645
H 0.63096 1.43054 0.10344 0.4374
H -1.56340 -1.67218 1.82755 0.3934
H -0.99405 -0.26117 2.68510 0.3832
H -1.05114 -1.89136 -0.68940 0.2229
H -0.35924 -0.49384 -2.70029 0.1919
H 2.81419 1.06112 -1.14726 0.4906

---

(y)
14
Properties=species:S:1:pos:R:3:nbo_charge:R:1 method="wB97M-V/def2-TZVPD" gap_ha=0.339 homo_ev=-9.013
H 0.55543 -2.35844 1.44912 0.3943
N 0.01809 -1.70680 0.89443 -0.6453
C 0.37327 -0.72939 0.26840 0.3694
C 1.70339 0.12394 0.26277 -0.1475
O 1.46133 1.41129 -0.08735 -0.6912
C -0.89186 0.37425 -0.52113 0.2504
N -2.07247 0.19145 0.14916 -0.8192
N -0.92778 0.47789 -1.79461 -0.6768
H -0.00589 0.65765 -2.18209 0.3517
H 2.10061 -0.00287 1.28612 0.1776
H 2.33740 -0.38520 -0.48081 0.1884
H 0.31118 1.44989 -0.00936 0.4515
H -2.92634 0.21761 -0.38588 0.4036
H -2.03635 0.27873 1.15121 0.3931

---

(z)
14
Properties=species:S:1:pos:R:3:nbo_charge:R:1 method="wB97M-V/def2-TZVPD" gap_ha=0.381 homo_ev=-9.683
H -2.46260 0.10617 -1.41592 0.3496
N -2.38454 -0.59547 -0.68214 -0.6905
C -1.76133 -0.20639 0.33390 0.3977
O -1.39049 1.10014 0.57776 -0.7042
H -1.68015 -0.88456 1.18126 0.1574
H -1.04049 1.22174 1.46891 0.4922
C 2.01914 1.00877 0.08492 -0.4141
N 1.24224 -0.13974 0.40857 -0.5238
C 0.70290 -1.01506 -0.24570 0.6399
N 0.49144 -2.11906 -0.70301 -0.7187
H 2.42172 1.41299 1.01416 0.2036
H 2.84796 0.75074 -0.58032 0.1990
H 1.40296 1.77049 -0.40145 0.2053
H -0.40875 -2.41075 -1.04095 0.4065

---

Name the most stable of them. (z).

---

(w)
14
Properties=species:S:1:pos:R:3:nbo_charge:R:1 method="wB97M-V/def2-TZVPD" gap_ha=0.357 homo_ev=-9.146
H -2.11239 1.14303 -1.09193 0.3408
N -1.39477 0.44401 -1.27659 -0.7104
C -0.73190 0.10319 -0.25915 0.3629
C -0.80549 0.72991 1.11067 -0.7050
C -0.08708 -1.48445 -0.24768 -0.3289
N 1.29854 -1.19917 -0.31528 -0.1282
N 1.39138 0.04499 -0.42740 0.1066
O 2.64967 0.54704 -0.20234 -0.5626
H -0.08478 0.28622 1.79352 0.2193
H -1.81557 0.61651 1.50522 0.2281
H -0.59895 1.79864 1.03549 0.2291
H -0.31217 -2.13447 0.59945 0.2254
H -0.43140 -1.82912 -1.22081 0.2393
H 3.03490 0.93364 -1.00318 0.4836

---

(x)
14
Properties=species:S:1:pos:R:3:nbo_charge:R:1 method="wB97M-V/def2-TZVPD" gap_ha=0.282 homo_ev=-7.258
C -1.38749 0.62380 -1.89034 -0.7151
N -0.67295 -0.66626 -1.44596 -0.5955
C 0.43858 -0.64925 -0.45332 0.7884
O 1.48804 -1.18837 -0.70528 -0.5719
N 0.10812 0.02297 0.67524 -0.6441
C 0.98791 0.15813 1.75071 0.2715
N 0.62064 0.78826 2.78315 -0.6388
H -0.55933 1.32754 -2.06032 0.1471
H -1.92864 0.95588 -0.98752 0.1251
H -0.26243 -1.10732 -2.27129 0.4328
H -1.40143 -1.30363 -1.11869 0.4257
H -0.74796 0.56866 0.68115 0.4343
H 1.94888 -0.32795 1.56881 0.1876
H 1.36808 0.79755 3.47369 0.3529

---

(y)
14
Properties=species:S:1:pos:R:3:nbo_charge:R:1 method="wB97M-V/def2-TZVPD" gap_ha="0.269 / 0.269" homo_ev="-6.932 / -6.932"
C 0.32957 -1.71784 -0.05569 -0.4825
N 0.14063 -0.45282 -0.76994 -0.1803
C -0.66115 0.49349 -0.08789 0.0301
N -1.83376 0.11664 0.56248 -0.8307
C 0.14948 1.61820 -0.03529 0.4999
O 0.17798 2.79416 0.29659 -0.6463
N 1.37510 0.83623 -0.51014 -0.5684
H -0.47068 -2.38693 -0.38047 0.2385
H 0.28593 -1.62890 1.03704 0.1900
H 1.27742 -2.16332 -0.37518 0.2094
H -2.01713 0.67950 1.38423 0.3841
H -2.65373 0.11820 -0.03603 0.3718
H 1.95896 0.44665 0.22714 0.3906
H 1.94138 1.24672 -1.25684 0.3940

---

Name the most stable of them. (x).